i.
Below is a cluster of 2 separate species, C3H9NO2S2 in total, with properties calculated with ωB97M-V/def2-TZVPD.

The geometry in ORCA input format:
```
! wB97M-V def2-TZVPD RIJCOSX def2/J DEFGRID3
* xyz 0 1
N -1.63 -0.66 -2.64
C -0.76 0.28 -2.14
O -1.07 1.31 -1.62
O 0.55 -0.05 -2.34
H -2.60 -0.48 -2.42
H -1.35 -1.63 -2.52
H 0.61 -0.64 -3.10
C 1.40 -1.64 0.43
S -0.16 -1.00 1.12
S 0.52 0.51 2.34
C 0.56 1.91 1.19
H 1.99 -0.80 0.07
H 1.95 -2.16 1.20
H 1.15 -2.30 -0.39
H -0.43 2.10 0.79
H 0.90 2.76 1.79
H 1.26 1.74 0.37
*
```

## Properties
- frontier orbital gap (eV) = 9.07
- SMILES string = NC(=O)O.CSSC
- E_LUMO (Eh) = 0.01227
- HOMO (eV) = -8.7

Atom charges from the Mulliken analysis, given in e for atoms 1 to 5:
1. N -0.53
2. C 0.73
3. O -0.52
4. O -0.45
5. H 0.25

---

ii.
Below is a cluster of 2 separate species, C3H9NO2S2 in total, with properties calculated with ωB97M-V/def2-TZVPD.

The geometry in ORCA input format:
```
! wB97M-V def2-TZVPD RIJCOSX def2/J DEFGRID3
* xyz 0 1
O -3.17 0.86 -0.49
C -2.34 0.02 -0.20
N -1.28 -0.24 -1.01
C -0.22 -1.17 -0.63
C 0.63 -0.63 0.53
S 1.90 -1.84 0.91
S 3.14 -0.79 2.11
H -2.34 -0.61 0.70
H -1.39 0.16 -1.93
H -0.63 -2.15 -0.42
H 0.42 -1.22 -1.50
H 0.04 -0.40 1.36
H 1.02 0.34 0.20
H 2.63 -1.01 3.34
O 0.78 2.70 -0.79
H -0.17 2.57 -0.75
H 0.99 3.39 -1.42
*
```

## Properties
- frontier orbital gap (eV) = 9.94
- SMILES string = O=CNCCSS.O
- E_LUMO (Eh) = 0.02047
- HOMO (eV) = -9.4

Atom charges from the Mulliken analysis, given in e for atoms 1 to 5:
1. O -0.57
2. C 0.06
3. N -0.09
4. C -0.94
5. C -0.39

---

i ends up most stable, edging out the next structure by 0.755 eV.

---

i.
Below is a cluster of 2 separate species, C7H11N2O2 in total, with properties calculated with ωB97M-V/def2-TZVPD.

The geometry in ORCA input format:
```
! wB97M-V def2-TZVPD RIJCOSX def2/J DEFGRID3
* xyz -1 1
C -0.13 -0.04 -3.24
C 0.50 -1.05 -0.90
C 0.76 -0.37 -2.08
C 2.54 -0.31 -0.85
N 1.59 -1.00 -0.13
N 2.06 0.06 -2.01
H -0.39 -1.63 -0.67
H 1.52 -1.28 0.86
H -0.67 0.86 -2.94
H -0.81 -0.88 -3.39
H 3.55 -0.16 -0.51
H 0.35 0.12 -4.20
C -0.60 0.84 2.28
C -1.80 1.40 1.52
C -0.62 -0.71 2.32
O 0.53 -1.24 2.25
O -1.69 -1.31 2.44
H 0.35 1.24 1.92
H -0.61 1.11 3.34
H -2.67 1.36 2.19
H -2.11 0.63 0.80
H -1.63 2.34 1.01
*
```

## Properties
- frontier orbital gap (eV) = 8.46
- E_LUMO (Eh) = 0.13783
- HOMO (eV) = -4.7

Atom charges from the Mulliken analysis, given in e for atoms 1 to 5:
1. C -1.08
2. C -0.59
3. C 0.66
4. C -0.30
5. N 0.00

---

ii.
Below is a cluster of 2 separate species, C7H11N2O2 in total, with properties calculated with ωB97M-V/def2-TZVPD.

The geometry in ORCA input format:
```
! wB97M-V def2-TZVPD RIJCOSX def2/J DEFGRID3
* xyz -1 1
C 1.11 0.70 0.19
C 1.19 0.23 1.63
C 1.56 2.15 0.00
O 1.46 2.72 -1.06
O 1.81 2.87 1.14
H 1.75 0.29 -0.60
H 0.22 0.72 -0.41
H 0.32 0.74 2.05
H 2.18 0.34 2.04
H 0.93 -0.83 1.77
C -0.84 -0.97 -2.29
C -1.63 -0.34 0.15
C -1.31 -1.21 -0.89
C -1.57 -2.34 0.91
N -1.83 -1.09 1.27
N -1.22 -2.47 -0.41
H -2.01 0.65 -0.04
H 1.36 3.72 1.07
H -1.54 -1.41 -3.00
H 0.17 -1.34 -2.46
H -1.30 -3.23 1.46
H -0.82 0.10 -2.53
*
```

## Properties
- frontier orbital gap (eV) = 6.25
- E_LUMO (Eh) = 0.11340
- HOMO (eV) = -3.2

Atom charges from the Mulliken analysis, given in e for atoms 1 to 5:
1. C 0.43
2. C -1.34
3. C 0.37
4. O -0.60
5. O -0.47

---

i ends up most stable, edging out the next structure by 1.708 eV.

---

i.
Below is a structure of composition C5H12N2, with properties calculated with ωB97M-V/def2-TZVPD.

The geometry in ORCA input format:
```
! wB97M-V def2-TZVPD RIJCOSX def2/J DEFGRID3
* xyz 1 2
C -2.93 0.70 -0.80
C -2.50 -0.45 -0.06
C 1.02 -0.34 1.05
C 1.28 0.44 -0.19
C 3.10 0.27 -0.26
N 2.35 -0.27 -1.25
N -2.06 -0.49 1.23
H -3.12 0.29 -1.86
H -1.73 0.49 -0.55
H -3.26 1.74 -0.61
H -2.98 -1.22 -0.62
H 1.90 -0.95 1.42
H 0.28 -1.11 0.91
H 0.38 0.38 -0.75
H 1.42 1.56 -0.22
H 3.41 -0.51 0.48
H 3.78 1.17 -0.37
H -2.65 -0.61 1.99
H 0.68 0.33 1.84
*
```

## Properties
- frontier orbital gap (spin up / spin down) (eV) = 5.05 / 4.13
- E_LUMO (spin up / spin down) (Eh) = -0.21797 / -0.25200
- HOMO (spin up / spin down) (eV) = -11.0 / -11.0

Atom charges from the Mulliken analysis, given in e for atoms 1 to 5:
1. C -0.72
2. C 0.17
3. C -1.09
4. C 0.07
5. C -0.11

---

ii.
Below is the ion C5H12N2 with charge +1, with properties calculated with ωB97M-V/def2-TZVPD.

The geometry in ORCA input format:
```
! wB97M-V def2-TZVPD RIJCOSX def2/J DEFGRID3
* xyz 1 2
C 1.71 -0.31 0.00
C 0.34 -0.72 0.79
C -0.88 -0.33 -0.14
C -1.89 -1.10 -0.49
C -0.39 1.98 0.76
N -1.01 1.07 -0.41
N 1.87 -0.98 -1.42
H 1.69 0.76 -0.04
H 2.57 -0.65 0.46
H 0.19 -1.84 1.09
H 0.11 -0.38 1.75
H -1.93 -2.08 -0.13
H -2.72 -0.83 -1.09
H -0.68 3.01 0.46
H 0.77 1.78 0.71
H -0.78 1.57 1.68
H -1.95 1.23 -0.50
H 1.39 -1.81 -1.37
H 1.58 -0.36 -2.13
*
```

## Properties
- frontier orbital gap (spin up / spin down) (eV) = 9.76 / 5.56
- E_LUMO (spin up / spin down) (Eh) = -0.13049 / -0.28496
- HOMO (spin up / spin down) (eV) = -13.3 / -13.3

Atom charges from the Mulliken analysis, given in e for atoms 1 to 5:
1. C -0.52
2. C -1.04
3. C 0.97
4. C -0.94
5. C -0.72

---

ii ends up most stable, edging out the next structure by 6.696 eV.

---

i.
Below is a cluster of 2 separate species, C5H12N3O in total, with properties calculated with ωB97M-V/def2-TZVPD.

The geometry in ORCA input format:
```
! wB97M-V def2-TZVPD RIJCOSX def2/J DEFGRID3
* xyz 1 1
C 2.22 -1.37 0.24
C 0.72 0.11 -0.14
C 0.13 -2.45 -0.20
C 1.94 2.10 0.01
C -3.27 0.58 0.30
N 2.84 -0.26 0.32
N 0.90 -1.22 -0.02
N 1.88 0.69 0.15
O -2.27 1.37 -0.33
H 2.84 -2.22 0.38
H -0.31 0.41 -0.35
H -0.13 -2.51 -1.17
H 0.67 -3.40 0.22
H -0.90 -2.38 0.25
H 2.87 2.41 0.61
H 2.13 2.44 -1.12
H 1.14 2.67 0.48
H -4.10 1.28 0.83
H -2.84 -0.12 0.98
H -3.81 -0.19 -0.47
H -2.66 2.05 -0.98
*
```

## Properties
- frontier orbital gap (eV) = 10.42
- E_LUMO (Eh) = -0.12465
- HOMO (eV) = -13.8

Atom charges from the Mulliken analysis, given in e for atoms 1 to 5:
1. C -0.08
2. C -0.14
3. C -0.74
4. C -0.78
5. C -0.53

---

ii.
Below is a structure of composition C5H12N3O, with properties calculated with ωB97M-V/def2-TZVPD.

The geometry in ORCA input format:
```
! wB97M-V def2-TZVPD RIJCOSX def2/J DEFGRID3
* xyz 1 1
C 1.68 0.93 0.80
C -1.16 -0.10 -1.49
C 0.10 -0.69 -0.87
C -1.41 1.19 -0.56
C 0.21 -0.28 0.55
N 2.52 0.97 -0.17
N 0.22 -1.25 1.55
N -1.07 0.60 0.78
O 1.51 1.51 1.82
H -0.93 0.26 -2.47
H -2.04 -0.73 -1.40
H 0.06 -1.76 -0.90
H 0.93 -0.24 -1.40
H -0.66 2.04 -0.84
H -2.45 1.45 -0.58
H 2.27 0.58 -1.11
H 3.33 1.51 -0.12
H 0.76 -0.91 2.38
H 0.23 -2.32 1.41
H -0.80 1.25 1.54
H -1.76 -0.08 1.21
*
```

## Properties
- frontier orbital gap (eV) = 10.21
- E_LUMO (Eh) = -0.10487
- HOMO (eV) = -13.1

Atom charges from the Mulliken analysis, given in e for atoms 1 to 5:
1. C 0.60
2. C -0.73
3. C -0.36
4. C -0.45
5. C 0.29

---

iii.
Below is a cluster of 2 separate species, C5H12N3O in total, with properties calculated with ωB97M-V/def2-TZVPD.

The geometry in ORCA input format:
```
! wB97M-V def2-TZVPD RIJCOSX def2/J DEFGRID3
* xyz 1 1
C 2.90 -2.27 -0.55
C 1.69 -0.09 -0.54
C -2.43 0.06 -1.14
C -2.11 0.30 1.12
C 2.37 1.97 0.51
N 2.36 -1.08 -0.57
N -0.97 -1.48 -0.01
N -2.08 -0.67 0.10
O 1.50 1.06 -0.19
H 2.58 -2.86 0.30
H 3.42 -2.66 -1.37
H -1.62 0.58 -1.57
H -2.67 -0.63 -1.89
H -3.27 0.67 -0.91
H -1.38 1.09 1.03
H -3.04 0.68 1.13
H -1.89 0.09 2.13
H 2.54 1.37 1.47
H 1.73 2.85 0.64
H 3.31 2.37 -0.02
H -2.94 -1.34 0.32
*
```

## Properties
- frontier orbital gap (spin up / spin down) (eV) = 6.83 / 5.10
- E_LUMO (spin up / spin down) (Eh) = -0.13711 / -0.21181
- HOMO (spin up / spin down) (eV) = -10.6 / -10.9

Atom charges from the Mulliken analysis, given in e for atoms 1 to 5:
1. C -0.23
2. C 0.46
3. C -0.72
4. C -0.97
5. C -0.60

---

iv.
Below is a cluster of 2 separate species, C5H12N3O in total, with properties calculated with ωB97M-V/def2-TZVPD.

The geometry in ORCA input format:
```
! wB97M-V def2-TZVPD RIJCOSX def2/J DEFGRID3
* xyz 1 1
C 2.87 -0.42 -0.22
C 1.40 -0.17 -0.09
C 1.49 2.70 0.31
C -1.95 -2.23 0.63
C -2.61 -0.83 -0.96
N 0.36 0.54 0.09
N 0.30 1.89 0.43
N -1.86 -0.96 0.06
O 1.76 -1.43 -0.33
H 3.30 -0.49 -1.21
H 3.37 -0.59 0.72
H 1.19 3.76 0.52
H 1.82 2.61 -0.69
H 2.21 2.50 1.00
H -1.34 -2.86 0.13
H -1.72 -2.25 1.75
H -2.96 -2.58 0.39
H -0.42 2.40 0.00
H -2.86 0.15 -1.54
H -3.35 -1.58 -1.15
H -1.00 -0.17 0.18
*
```

## Properties
- frontier orbital gap (eV) = 8.28
- E_LUMO (Eh) = -0.15540
- HOMO (eV) = -12.5

Atom charges from the Mulliken analysis, given in e for atoms 1 to 5:
1. C -0.05
2. C 0.33
3. C -0.95
4. C -0.85
5. C -0.16

---

ii ends up most stable, edging out the next structure by 1.533 eV.